Record 1
The following is a quantum chemistry calculation of a cluster of 2 separate species, C4H5NO2 in total, from the Open Molecules 2025 dataset.

The value obtained for the total energy is -360.4492 Ha. The HOMO energy (alpha / beta) is -8.9315 / -8.9595 eV. The value obtained for the HOMO-LUMO gap (alpha / beta) is 7.700 / 7.641 eV. The LUMO energy (alpha / beta) is -1.2 / -1.3 eV. Its largest force on an atom is 0.1153 Eh/bohr. As for the energy relative to the best compared isomer or geometry (same formula, charge and spin): 578.16 kJ/mol.

```
12
Properties=species:S:1:pos:R:3:forces:R:3:lowdin_charge:R:1
C -2.862858 0.055549 -0.153696 -0.4 -0.1 1.5 -0.3940
C -2.735293 0.719177 -1.259013 -1.0 1.5 -2.6 0.1457
C 0.611338 1.255821 -0.296409 1.1 2.9 -0.8 -0.4387
C 0.169348 -0.351444 1.515153 2.4 4.5 2.4 0.0338
N -2.933624 -0.500600 0.897150 0.1 0.0 -0.6 0.1520
O -0.403484 1.325131 -0.900526 -1.9 -0.7 -0.9 0.0580
O 0.973884 0.631587 0.738809 0.6 -2.5 3.3 -0.0068
H -3.121045 1.534918 -1.967868 1.0 -1.6 1.7 0.0906
H 1.408328 1.980839 -0.498520 0.5 -0.1 -0.5 0.1469
H -0.100285 -1.043351 0.896551 -2.7 -3.8 -3.7 0.0247
H -0.558330 0.172057 2.129613 -0.3 -0.2 -0.5 0.1004
H 0.889234 -0.827735 2.140256 0.7 0.0 0.7 0.0873
```
Forces are in eV/Å.

***

Record 2
The following is a quantum chemistry calculation of an isolated molecule of C4H5NO2, from the Open Molecules 2025 dataset.

The value obtained for the total energy is -360.6086 Ha. The HOMO energy is -10.1029 eV. The value obtained for the HOMO-LUMO gap is 10.727 eV. The LUMO energy is 0.6 eV. As for the SMILES: O=C[C@H]1CN=CO1. Its largest force on an atom is 0.0231 Eh/bohr. As for the energy relative to the best compared isomer or geometry (same formula, charge and spin): 159.62 kJ/mol.

```
12
Properties=species:S:1:pos:R:3:forces:R:3:lowdin_charge:R:1
O -0.020690 1.965318 -2.008080 -0.3 -0.5 -0.1 0.0891
C -0.096892 0.854724 -1.551983 -0.1 0.3 -0.3 -0.2173
C -0.178411 0.593723 -0.079770 0.6 -0.1 0.1 -0.2095
C -0.911868 -0.590585 0.530598 0.0 -0.1 -0.1 -0.1550
N 0.050762 -1.033405 1.549653 0.2 -0.8 0.0 0.0640
C 1.189935 -0.682753 1.131637 -0.4 -0.3 0.6 -0.2372
O 1.264078 0.159691 0.076641 -0.9 0.5 0.5 -0.0154
H 0.062235 -0.071744 -2.136148 -0.2 0.2 -0.3 0.1384
H -0.410511 1.513558 0.478251 0.6 -0.2 -0.1 0.1614
H -1.036967 -1.413575 -0.187868 0.0 0.1 0.1 0.1236
H -1.890166 -0.397453 0.983436 0.3 0.3 -0.2 0.1205
H 2.112538 -1.046498 1.574696 0.1 0.4 -0.2 0.1375
```
Forces are in eV/Å.

***

Record 3
The following is a quantum chemistry calculation of an isolated molecule of C4H5NO2, from the Open Molecules 2025 dataset.

The value obtained for the total energy is -360.5741 Ha. The HOMO energy is -10.0680 eV. The value obtained for the HOMO-LUMO gap is 10.601 eV. The LUMO energy is 0.5 eV. As for the SMILES: O=CN1CCC1=O. Its largest force on an atom is 0.1482 Eh/bohr. As for the energy relative to the best compared isomer or geometry (same formula, charge and spin): 250.36 kJ/mol.

```
12
Properties=species:S:1:pos:R:3:forces:R:3:lowdin_charge:R:1
O -0.251146 0.218016 2.447254 -1.3 0.5 0.9 0.0991
C 0.162831 -0.264880 1.437433 1.6 0.2 3.1 -0.3093
N 0.028493 0.188178 0.225260 -1.5 1.1 0.4 -0.0276
C -0.913941 1.091461 -0.380768 0.1 3.8 1.3 -0.1218
C -0.411950 0.616524 -1.690169 4.0 -1.8 -6.3 -0.0775
C 0.371494 -0.487306 -0.858466 2.0 -4.2 -4.5 -0.3888
O 1.081089 -1.524653 -1.055913 -2.9 4.2 0.9 0.0418
H 0.924649 -0.984282 1.435453 1.0 -2.0 0.2 0.1353
H -0.728579 2.218241 0.001106 -0.6 -2.6 -1.2 0.1799
H -1.950312 0.797721 -0.235551 0.0 0.1 0.3 0.1291
H -0.994604 0.341447 -2.691876 0.6 0.5 2.8 0.1465
H 0.659258 1.027934 -2.264862 -3.1 0.0 2.0 0.1933
```
Forces are in eV/Å.

***

Record 4
The following is a quantum chemistry calculation of a cluster of 2 separate species, C4H5NO2 in total, from the Open Molecules 2025 dataset.

The value obtained for the total energy is -360.5997 Ha. The HOMO energy is -10.1319 eV. The value obtained for the HOMO-LUMO gap is 10.561 eV. The LUMO energy is 0.4 eV. As for the SMILES: O=CCC=O.C#N. Its largest force on an atom is 0.0238 Eh/bohr. As for the energy relative to the best compared isomer or geometry (same formula, charge and spin): 182.98 kJ/mol.

```
12
Properties=species:S:1:pos:R:3:forces:R:3:lowdin_charge:R:1
O 2.621496 0.511885 1.164967 -0.4 0.0 -0.1 0.0668
C 1.482070 0.551915 0.781396 0.2 0.0 0.1 -0.2533
C 0.677369 -0.678940 0.398338 0.0 -0.1 0.1 -0.1126
C 0.407472 -0.610878 -1.088853 0.0 0.2 -0.1 -0.2420
O -0.267714 0.251077 -1.601534 0.2 -0.3 0.1 0.0169
H 0.938153 1.509661 0.656172 0.1 -0.1 0.0 0.1321
H 1.234326 -1.577742 0.669959 -0.1 0.1 -0.1 0.1195
H -0.282740 -0.642129 0.930348 0.1 0.0 -0.1 0.0900
H 0.911261 -1.377224 -1.710008 -0.1 0.1 0.0 0.1284
C -2.582193 0.701932 -0.090609 0.0 -0.4 1.0 -0.0733
N -2.522899 0.230474 0.961643 -0.1 0.5 -1.1 0.0666
H -2.616602 1.129970 -1.071818 0.0 -0.1 0.1 0.0611
```
Forces are in eV/Å.

***

Record 5
The following is a quantum chemistry calculation of an isolated molecule of C4H5NO2, from the Open Molecules 2025 dataset.

The value obtained for the total energy is -360.5203 Ha. The HOMO energy is -9.4940 eV. The value obtained for the HOMO-LUMO gap is 9.433 eV. The LUMO energy is -0.1 eV. As for the SMILES: O=CC(=O)N1CC1. Its largest force on an atom is 0.0899 Eh/bohr. As for the energy relative to the best compared isomer or geometry (same formula, charge and spin): 391.50 kJ/mol.

```
12
Properties=species:S:1:pos:R:3:forces:R:3:lowdin_charge:R:1
O 1.716692 1.706782 0.030483 -3.9 0.5 -0.2 0.0076
C 1.976591 0.512172 0.257813 1.7 4.0 -1.2 -0.0933
C 1.000352 -0.599440 -0.048271 0.4 -1.0 0.2 -0.4363
O 1.381487 -1.564675 -0.675614 -0.3 0.5 0.2 0.1107
N -0.240763 -0.435221 0.515539 0.4 0.0 -0.1 -0.0147
C -1.460178 -0.855200 -0.126482 -0.2 -0.1 -0.1 -0.0846
C -1.195098 0.591932 0.148609 -0.2 0.2 -0.1 -0.0858
H 2.993675 0.951049 0.261010 1.9 -4.1 1.0 0.1398
H -2.155042 -1.397918 0.508585 0.1 0.1 -0.1 0.1108
H -1.380671 -1.214567 -1.151548 0.0 0.1 0.2 0.1188
H -0.947904 1.228961 -0.696715 0.0 -0.1 0.2 0.1145
H -1.690606 1.088482 0.980277 0.1 -0.1 -0.2 0.1124
```
Forces are in eV/Å.

***

Record 6
The following is a quantum chemistry calculation of an isolated molecule of C4H5NO2, from the Open Molecules 2025 dataset.

The value obtained for the total energy is -360.6132 Ha. The HOMO energy is -9.8047 eV. The value obtained for the HOMO-LUMO gap is 10.548 eV. The LUMO energy is 0.7 eV. As for the SMILES: O=C1NC[C@H]2O[C@@H]12. Its largest force on an atom is 0.0104 Eh/bohr. As for the energy relative to the best compared isomer or geometry (same formula, charge and spin): 147.69 kJ/mol.

```
12
Properties=species:S:1:pos:R:3:forces:R:3:lowdin_charge:R:1
O -0.815887 -2.382663 -0.499985 0.2 0.4 0.1 0.0919
C -0.384862 -1.303825 -0.166157 -0.2 -0.2 -0.2 -0.4061
N -1.016704 -0.417031 0.702097 0.0 -0.1 -0.1 0.0716
C -0.302933 0.854262 0.803643 0.0 0.2 -0.1 -0.1155
C 0.725238 0.798382 -0.313514 -0.1 0.3 -0.1 -0.2268
O 1.820858 -0.032604 0.033643 0.1 -0.1 0.1 0.0329
C 0.797904 -0.579450 -0.791861 -0.1 -0.1 -0.3 -0.1412
H -2.008412 -0.347815 0.529373 -0.1 -0.3 0.4 0.1404
H 0.199473 0.929568 1.776967 -0.1 0.1 -0.2 0.1272
H -0.977920 1.705260 0.700706 0.0 -0.1 -0.1 0.1218
H 0.865234 1.643550 -0.980159 0.4 0.0 0.2 0.1475
H 1.098012 -0.867633 -1.794752 -0.1 0.0 0.1 0.1562
```
Forces are in eV/Å.

***

Record 7
The following is a quantum chemistry calculation of an isolated molecule of C4H5NO2, from the Open Molecules 2025 dataset.

The value obtained for the total energy is -360.5646 Ha. The HOMO energy is -8.9499 eV. The value obtained for the HOMO-LUMO gap is 9.625 eV. The LUMO energy is 0.7 eV. As for the SMILES: NC#C[C@H](O)C=O. Its largest force on an atom is 0.0112 Eh/bohr. As for the energy relative to the best compared isomer or geometry (same formula, charge and spin): 275.28 kJ/mol.

```
12
Properties=species:S:1:pos:R:3:forces:R:3:lowdin_charge:R:1
N -2.627542 -0.946943 -0.078710 0.0 0.0 0.0 0.0707
C -1.316661 -0.685014 -0.039710 0.5 0.0 0.1 -0.1393
C -0.125290 -0.460451 -0.007879 -0.6 0.0 -0.1 0.0255
C 1.193526 0.135507 -0.234517 -0.2 0.1 -0.2 -0.3741
O 2.226576 -0.350254 0.601474 0.0 -0.2 0.1 -0.0364
C 1.112623 1.644093 0.020847 -0.2 0.3 -0.3 -0.1997
O 0.551316 2.415127 -0.711824 0.3 -0.3 0.3 0.0728
H -3.194190 -0.735373 0.726882 0.1 0.0 -0.1 0.0978
H -2.956525 -1.687576 -0.676863 0.1 0.1 0.1 0.0972
H 1.445647 0.001201 -1.297818 0.0 0.0 0.1 0.1561
H 2.070313 -1.291119 0.743950 0.0 0.1 0.0 0.0946
H 1.620206 1.960806 0.954168 0.0 0.0 -0.1 0.1348
```
Forces are in eV/Å.

***

Record 8
The following is a quantum chemistry calculation of a structure of composition C4H5NO2, from the Open Molecules 2025 dataset.

The value obtained for the total energy is -360.5041 Ha. The HOMO energy (alpha / beta) is -8.9372 / -8.9375 eV. The value obtained for the HOMO-LUMO gap (alpha / beta) is 8.797 / 8.797 eV. The LUMO energy (alpha / beta) is -0.1 / -0.1 eV. Its largest force on an atom is 0.0077 Eh/bohr. As for the energy relative to the best compared isomer or geometry (same formula, charge and spin): 434.08 kJ/mol.

```
12
Properties=species:S:1:pos:R:3:forces:R:3:lowdin_charge:R:1
O -2.619372 0.800161 0.376684 0.2 -0.3 -0.1 0.0360
C -1.931256 -0.139992 0.029516 0.0 0.2 0.0 -0.2326
C -0.492936 -0.040563 -0.149081 -0.3 0.1 0.2 -0.2660
C 0.473867 0.882035 0.515872 -0.2 0.1 0.0 -0.1520
N 1.616122 0.391438 -0.335969 0.1 -0.2 0.0 0.0160
C 1.447359 -0.935792 -0.259853 0.0 0.1 -0.1 -0.2019
O 0.197391 -1.281447 -0.133118 0.2 0.0 0.0 0.0472
H -2.372496 -1.125590 -0.228052 0.0 0.1 0.1 0.1284
H 0.647621 0.465618 -1.189827 0.1 0.0 0.0 0.2188
H 0.294308 1.937547 0.323644 0.0 -0.2 0.0 0.1298
H 0.665671 0.702018 1.585402 0.0 0.0 -0.1 0.1292
H 2.171975 -1.705053 -0.497353 -0.1 0.1 0.0 0.1471
```
Forces are in eV/Å.

***

Record 9
The following is a quantum chemistry calculation of an isolated molecule of C4H5NO2, from the Open Molecules 2025 dataset.

The value obtained for the total energy is -360.6241 Ha. The HOMO energy is -9.9403 eV. The value obtained for the HOMO-LUMO gap is 10.613 eV. The LUMO energy is 0.7 eV. As for the SMILES: O=C[C@H]1CN=CO1. Its largest force on an atom is 0.0094 Eh/bohr. As for the energy relative to the best compared isomer or geometry (same formula, charge and spin): 118.87 kJ/mol.

```
12
Properties=species:S:1:pos:R:3:forces:R:3:lowdin_charge:R:1
O -2.307965 0.339802 0.866794 0.2 -0.3 -0.3 0.0764
C -1.631821 -0.303551 0.106280 -0.2 0.2 0.2 -0.1920
C -0.386725 0.255346 -0.570006 -0.1 0.2 0.1 -0.2473
C 0.552932 0.952762 0.428388 -0.1 0.2 0.0 -0.1418
N 1.527630 -0.092463 0.766730 -0.1 -0.3 -0.3 0.0825
C 1.365492 -0.998370 -0.098764 0.2 0.0 0.2 -0.2179
O 0.388681 -0.858346 -1.040386 0.0 0.0 0.0 -0.0318
H -1.858583 -1.359623 -0.150364 0.0 0.1 0.0 0.1376
H -0.681907 0.874002 -1.423079 0.0 -0.1 0.1 0.1605
H 1.084342 1.802838 -0.014893 -0.1 -0.1 0.1 0.1212
H 0.009029 1.303448 1.309636 0.1 -0.1 -0.1 0.1166
H 1.938900 -1.915845 -0.180338 0.0 0.1 0.0 0.1358
```
Forces are in eV/Å.

***

Record 10
The following is a quantum chemistry calculation of an isolated molecule of C4H5NO2, from the Open Molecules 2025 dataset.

The value obtained for the total energy is -360.5795 Ha. The HOMO energy is -9.8214 eV. The value obtained for the HOMO-LUMO gap is 10.237 eV. The LUMO energy is 0.4 eV. As for the SMILES: O=CC1=NCCO1. Its largest force on an atom is 0.0538 Eh/bohr. As for the energy relative to the best compared isomer or geometry (same formula, charge and spin): 236.00 kJ/mol.

```
12
Properties=species:S:1:pos:R:3:forces:R:3:lowdin_charge:R:1
O 0.672540 0.018957 3.005326 -1.0 -0.3 -0.7 0.0787
C -0.268287 -0.188833 2.268796 0.7 0.2 0.9 -0.1598
C -0.145999 -0.119389 0.779449 0.9 0.6 0.0 -0.4425
N 0.509955 0.845931 0.269005 -0.7 0.9 0.9 0.1079
C 0.191326 0.859218 -1.163422 0.0 -0.3 0.1 -0.1984
C 0.179491 -0.619398 -1.387122 -1.2 -0.9 1.1 0.0071
O -0.717421 -1.026121 -0.008514 2.1 0.3 -1.8 -0.0010
H -1.289212 -0.358776 2.655856 0.1 -0.2 0.0 0.1283
H 0.950680 1.473577 -1.655662 -0.2 -0.5 -0.3 0.1193
H -0.815193 1.282024 -1.337465 0.4 0.0 0.1 0.1277
H -0.485237 -1.141043 -2.045932 0.0 0.2 -0.9 0.1012
H 1.217357 -1.026147 -1.380316 -1.0 -0.1 0.6 0.1315
```
Forces are in eV/Å.